DFT (ωB97M-V/def2-TZVPD) results for 2 unconnected molecules or ions with the total composition C4H12.

```
16
Properties=species:S:1:pos:R:3:forces:R:3
C 0.536929 -2.356660 -1.399818 0.1 0.5 0.5
C -0.652252 -1.468027 -1.720512 -1.0 -1.0 -1.0
H 1.218931 -1.827818 -0.730024 0.2 -0.2 -0.1
H 0.204312 -3.252094 -0.875665 0.0 0.0 0.0
H 1.067406 -2.671261 -2.295323 0.1 0.1 0.0
H -1.337881 -2.065483 -2.340475 0.0 0.1 0.1
H -0.461477 -0.604032 -2.357499 0.4 0.2 0.4
H -1.253541 -1.221246 -0.849271 0.3 0.4 0.2
C 0.674400 1.842384 1.051552 -0.2 -1.4 0.2
C -0.499134 1.983632 2.011831 -0.4 1.7 1.2
H 0.974731 0.788925 1.034393 0.6 0.2 0.4
H 0.514945 1.989910 -0.020206 -0.6 0.7 0.3
H 1.445193 2.523923 1.400156 0.4 -0.4 -0.2
H -0.398782 1.635062 3.054994 0.7 -0.9 -0.6
H -1.494150 1.659286 1.721646 0.1 0.0 -0.5
H -0.539630 3.043496 2.314216 -0.6 0.1 -0.7
```
Positions in Å, forces in eV/Å.

Summary:
LUMO   1.09 eV
2S+1   1
ΔE to the lowest compared entry with this formula, charge and spin   11.2 kcal per mole
HOMO-LUMO gap   0.451 Eh
Net charge   0
E_HOMO   -11.179 eV

Löwdin atomic charge list, values in e, 2 entries:
1 C -0.17
2 C -0.18

=====

DFT (ωB97M-V/def2-TZVPD) results for CH4N2O2S in the gas phase.

```
10
Properties=species:S:1:pos:R:3:forces:R:3
C -0.358614 0.464849 0.069986 -1.3 -3.4 -0.2
N 0.569292 -0.205598 -1.970628 -3.3 0.2 2.9
N -0.241197 -0.956506 1.076840 -0.7 5.2 -0.7
O 1.482495 -0.229981 -2.664364 3.6 -0.3 -3.2
O 0.766617 0.577097 -0.718590 0.9 0.6 0.4
S -0.564440 1.832620 1.171886 0.3 -0.2 0.5
H -1.194475 0.449045 -0.687353 0.3 -0.7 1.4
H -0.409158 -1.738314 0.553040 -1.6 -2.4 -2.2
H 0.740100 -1.053371 1.095286 1.8 0.5 0.6
H -0.790620 0.860160 2.073897 -0.1 0.6 0.5
```
Positions in Å, forces in eV/Å.

Summary:
LUMO (spin up / spin down)   0.95 / -2.82 eV
2S+1   3
⟨S²⟩   2.011
ΔE to the lowest compared entry with this formula, charge and spin   50.6 kcal per mole
HOMO-LUMO gap (spin up / spin down)   0.344 / 0.255 Eh
Net charge   0
E_HOMO (spin up / spin down)   -8.411 / -9.763 eV

Löwdin atomic charge list, values in e, 2 entries:
1 C -0.72
2 N -0.07

=====

DFT (ωB97M-V/def2-TZVPD) results for a molecular structure, C6H4Cl2F12MgO12S4.

```
41
Properties=species:S:1:pos:R:3:forces:R:3
Mg -0.762970 0.479595 -0.742519 2.2 -1.0 -0.7
C 3.076499 -2.634665 2.677187 0.2 1.7 -4.8
F 3.974445 -3.569374 2.584221 1.2 -1.5 0.6
F 2.018510 -3.044956 3.262114 -1.8 -0.8 1.8
F 3.607261 -1.591195 3.275959 0.1 0.6 0.8
S 2.617197 -2.229242 0.774179 -0.4 -1.8 -4.0
O 3.693304 -1.492975 0.155331 0.8 0.0 1.4
O 2.331236 -3.497811 0.038711 1.0 1.0 2.6
O 1.378141 -1.461287 0.745767 -1.9 1.4 1.4
C -4.217957 -4.169096 -1.125583 3.6 -0.2 -1.2
F -4.617186 -5.343653 -1.643531 -0.2 0.5 0.5
F -5.221811 -3.374931 -0.911368 -1.3 0.3 0.7
F -3.528593 -4.432489 0.049970 -1.3 0.4 -1.2
S -2.970912 -3.267356 -2.369815 3.0 -3.4 -3.0
O -2.692138 -2.024927 -1.690717 -0.5 2.3 1.2
O -1.746436 -4.114166 -2.414775 -2.6 0.8 0.7
O -3.582147 -3.180402 -3.720992 -0.4 0.2 2.7
C 1.397194 5.769655 0.926875 0.9 -2.8 -1.1
F 0.913204 6.331488 -0.187168 -0.6 0.0 0.6
F 2.565463 6.275644 1.157143 2.0 1.3 0.2
F 0.686460 5.985668 2.002937 -1.5 0.3 0.4
S 1.761977 3.869422 0.670587 3.0 -3.4 -2.4
O 2.093670 3.227123 1.939974 0.1 1.9 -0.1
O 0.519311 3.273860 0.179609 -2.3 0.0 -0.7
O 2.824264 3.718667 -0.406783 -2.5 1.8 3.0
C 1.005743 0.174166 -6.451029 1.5 0.1 1.8
F 1.042822 1.507046 -6.621277 -0.1 -0.1 -0.2
F -0.206044 -0.244268 -6.630179 -1.8 -0.4 -0.5
F 1.793704 -0.392981 -7.380012 -0.1 0.2 0.2
S 1.617364 -0.262370 -4.675221 2.5 0.2 2.0
O 2.895431 0.469932 -4.648877 -1.9 -0.1 -0.4
O 0.623444 0.176494 -3.652932 -0.4 0.8 -0.9
O 1.806752 -1.684376 -4.579165 -0.6 -0.3 -1.1
Cl -2.366023 0.856003 2.878528 -0.2 -0.6 0.1
C -2.596562 0.804422 4.681860 -0.4 0.2 -0.8
C -1.596797 1.767488 5.181722 1.1 1.6 0.0
Cl -1.812383 2.056532 6.883700 -0.2 -0.2 1.8
H -2.448986 -0.177464 5.131540 -0.1 -0.1 -0.5
H -3.616860 1.163368 4.816964 0.2 -0.2 0.2
H -1.704501 2.790523 4.821305 -0.2 -0.4 -0.8
H -0.555090 1.492887 5.015761 -0.2 -0.3 -0.1
```
Positions in Å, forces in eV/Å.

Summary:
LUMO   -0.77 eV
2S+1   1
ΔE to the lowest compared entry with this formula, charge and spin   242.2 kcal per mole
HOMO-LUMO gap   0.125 Eh
Net charge   -2
E_HOMO   -4.175 eV

Löwdin atomic charge list, values in e, 2 entries:
1 Mg 1.49
2 C -0.74

=====

DFT (ωB97M-V/def2-TZVPD) results for a molecular structure, C12H24Li6O11P2.

```
55
Properties=species:S:1:pos:R:3:forces:R:3
Li -0.456734 -3.090599 2.575766 -0.5 -0.3 0.1
Li -2.703456 0.233487 1.772082 -0.3 -1.2 0.4
Li -0.733260 -0.427105 3.959959 -0.7 -1.0 -0.3
Li 1.205195 -1.707276 -0.367000 0.7 -0.3 0.9
Li -2.140831 -2.186899 0.779388 -1.2 -1.0 0.5
Li -0.566332 0.393120 -1.225116 -0.6 0.3 -0.2
P -0.388583 -0.425025 0.905078 -0.3 0.1 4.5
O -0.828822 0.307722 2.242862 2.0 -0.1 -1.5
O 0.744918 0.121452 0.002255 -0.1 0.5 -0.5
O -1.686113 -0.427939 0.128079 -1.2 1.2 -2.7
O -0.041631 -1.898573 1.141098 1.1 -0.3 -0.3
P -2.714727 -2.613677 3.203537 -6.2 -5.1 0.2
O -1.467013 -2.235321 3.960146 3.1 2.3 1.8
O -2.174231 -3.610760 2.123579 1.6 0.0 -1.3
O -3.333451 -1.490212 2.393109 0.7 4.0 -2.0
O -3.896899 -3.302947 3.913918 2.2 1.1 0.4
C 0.256109 4.497254 0.726319 0.2 0.1 -0.7
C 1.029160 5.866243 0.820387 0.2 -0.5 0.3
C 2.507987 5.402475 1.065501 -0.5 1.7 -0.4
O 2.337782 4.219069 1.710416 0.5 -2.7 0.5
C 1.315992 3.457172 1.059906 -0.3 0.7 1.1
H -0.102872 4.221573 -0.265267 -0.3 0.6 -0.1
H -0.570435 4.399880 1.430189 0.0 0.4 -0.1
H 0.659718 6.325596 1.737229 0.2 0.3 -0.1
H 0.909084 6.575877 0.001787 -0.1 -0.3 -0.1
H 3.126376 6.028520 1.708740 -0.5 0.4 0.3
H 3.149348 5.348033 0.185846 -0.4 -0.4 -0.8
H 0.943043 2.755905 1.806381 0.2 -0.3 -0.3
H 1.603188 2.938617 0.145184 0.7 -0.1 0.1
C 5.375813 -1.961406 -1.303241 -0.2 -1.6 0.5
C 5.357841 -0.778674 -0.388827 -0.8 0.0 0.1
C 3.842785 -0.537992 -0.233662 1.6 0.5 0.3
O 3.330798 -1.878925 -0.079248 -1.7 1.3 -0.1
C 4.098617 -2.788289 -0.842555 1.7 0.5 -0.4
H 6.223611 -2.603874 -1.065413 0.3 0.1 -0.6
H 5.361424 -1.660565 -2.350799 -0.1 -0.3 0.0
H 5.941228 0.075156 -0.733416 -0.2 0.0 0.0
H 5.715525 -1.118910 0.582976 0.1 0.3 0.1
H 3.383736 0.001148 -1.062334 0.0 -0.2 -0.3
H 3.750518 0.123229 0.627949 -0.9 -0.6 0.4
H 3.623167 -3.214863 -1.725778 -0.6 0.2 0.1
H 4.316481 -3.595120 -0.142792 0.4 -0.1 -0.3
C -4.213093 -1.482668 -3.389571 1.7 -1.4 -1.1
C -5.335356 -1.111811 -2.492200 -0.7 1.5 0.0
C -4.571958 -0.924218 -1.173243 -0.1 -1.0 -0.2
O -3.787310 -2.119759 -1.178240 1.3 -0.7 0.5
C -3.385003 -2.464615 -2.517888 -1.5 0.7 0.0
H -3.617507 -0.630152 -3.716039 0.0 0.3 0.3
H -4.400834 -2.032116 -4.312050 -0.7 0.2 -0.1
H -6.108211 -1.879805 -2.460981 0.2 -0.2 0.5
H -5.831907 -0.215593 -2.864128 0.0 0.2 0.2
H -5.141204 -0.860637 -0.245872 -0.2 -0.6 -0.1
H -3.882536 -0.083400 -1.096817 0.0 0.5 -0.7
H -3.710642 -3.481978 -2.734753 -0.1 -0.1 0.3
H -2.318492 -2.449825 -2.742435 0.3 0.4 0.5
```
Positions in Å, forces in eV/Å.

Summary:
LUMO   -1.61 eV
2S+1   1
ΔE to the lowest compared entry with this formula, charge and spin   59.4 kcal per mole
HOMO-LUMO gap   0.143 Eh
Net charge   0
E_HOMO   -5.513 eV

Löwdin atomic charge list, values in e, 2 entries:
1 Li 0.68
2 Li 0.70

=====

DFT (ωB97M-V/def2-TZVPD) results for C5H12O in the gas phase.

```
18
Properties=species:S:1:pos:R:3:forces:R:3
C 2.188743 -0.121809 -0.521253 -0.2 0.0 -0.2
C 0.971153 -1.018024 -0.746042 0.0 -0.3 -0.7
C -0.478371 0.220624 0.538227 -0.4 0.3 0.7
C -1.657484 -0.613405 0.930714 -0.1 0.0 0.1
C -0.758073 1.681886 0.479245 -0.1 0.2 0.0
O -0.268257 -0.200996 -1.047526 0.7 -0.5 0.8
H 2.120351 0.758144 -1.164165 0.0 0.0 0.0
H 3.101790 -0.663163 -0.812108 -0.3 0.0 0.0
H 2.289225 0.217092 0.514106 -0.3 -0.2 -0.3
H 0.822605 -1.685965 0.114858 -0.3 0.4 -0.5
H 1.086764 -1.591922 -1.659573 0.2 -0.3 -0.3
H -1.840304 -0.405139 1.990940 -0.1 0.0 -0.1
H -1.469500 -1.698150 0.861438 0.0 0.3 0.0
H -2.603024 -0.395544 0.386441 0.0 0.0 0.0
H -0.849663 2.001019 1.525711 -0.1 0.1 -0.2
H -1.682116 1.974270 -0.052778 -0.1 0.0 0.0
H 0.081772 2.242954 0.047421 -0.2 -0.1 0.1
H -1.055613 -0.701869 -1.385658 1.0 0.1 0.3
```
Positions in Å, forces in eV/Å.

Summary:
LUMO   0.73 eV
2S+1   1
ΔE to the lowest compared entry with this formula, charge and spin   103.4 kcal per mole
HOMO-LUMO gap   0.266 Eh
Net charge   0
E_HOMO   -6.492 eV

Löwdin atomic charge list, values in e, 2 entries:
1 C -0.08
2 C -0.21

=====

DFT (ωB97M-V/def2-TZVPD) results for a molecular structure, C40H21BrIIrN17.

```
81
Properties=species:S:1:pos:R:3:forces:R:3
Ir 0.469876 0.339166 -0.500406 0.6 2.1 0.6
C -0.273182 6.892913 0.354325 1.4 0.5 -0.2
C -1.535262 6.534277 0.768007 -0.9 0.4 0.3
C -1.867493 5.209884 0.989701 -0.9 -0.1 1.2
C -0.892385 4.263267 0.871097 1.7 -0.6 -0.9
C -1.027334 2.823808 0.738486 3.7 0.1 -1.0
N 0.171740 2.302705 0.240103 0.3 1.0 -0.3
C 1.081426 3.373132 0.044389 -0.8 -0.8 0.8
N 2.337943 3.313387 -0.459581 0.2 -1.5 -0.8
C 2.807779 2.257749 -1.097837 -0.7 1.0 0.1
C 4.072724 2.243724 -1.821724 1.4 -1.6 -1.5
C 5.163140 3.084308 -1.914628 0.0 0.0 0.3
C 6.229190 2.752381 -2.776456 -0.4 -0.3 0.1
C 6.176529 1.606238 -3.582260 0.4 0.2 0.1
C 5.129524 0.676746 -3.442934 0.7 0.7 -0.4
C 4.135557 1.024153 -2.575608 -1.0 0.4 1.3
C 2.942018 0.239133 -2.191476 0.2 0.5 -0.8
N 2.712035 -0.944156 -2.663225 0.8 0.1 -0.1
C 1.644655 -1.713189 -2.420569 -2.2 2.3 1.4
N 0.576029 -1.316069 -1.585574 0.1 -2.9 -2.3
C -0.398836 -2.347556 -1.609535 2.0 1.5 -0.4
N -1.533659 -2.317268 -0.909664 -1.7 1.2 0.3
C -2.044233 -1.245144 -0.310015 1.1 -0.5 -0.8
N -1.415818 -0.027196 -0.020209 0.3 -0.1 0.4
C -2.303890 0.872808 0.590397 1.4 0.7 -0.8
N -2.100831 2.126729 0.927783 -2.6 -1.9 0.3
C -3.609236 0.259688 0.539263 -0.2 -1.3 0.1
C -4.848176 0.775482 0.848034 -0.8 -0.3 -0.8
C -5.984687 0.074469 0.384464 -0.1 0.1 1.2
C -5.826039 -1.201672 -0.168240 -1.1 -0.7 -0.4
C -4.584386 -1.794319 -0.316317 1.1 -0.2 0.1
C -3.447879 -1.033062 0.002861 -1.5 -0.4 0.0
C 0.049027 -3.313004 -2.620597 0.4 -0.7 0.4
C -0.486136 -4.475024 -3.165836 -0.5 0.7 -0.3
C 0.094840 -5.070468 -4.284043 -0.4 -0.9 0.9
C 1.356336 -4.688726 -4.718208 0.8 1.4 0.4
C 1.944179 -3.496811 -4.203774 -0.5 -1.4 0.2
C 1.314511 -2.909305 -3.114030 -0.7 0.6 -0.1
N 2.175027 1.048551 -1.398566 -1.5 -0.8 1.2
C 0.457040 4.615351 0.481808 -1.9 -1.3 -0.5
C 0.746404 5.934955 0.210582 -0.4 0.5 0.2
H -0.055029 7.957012 0.143653 -0.1 -0.8 0.2
H -2.283750 7.309310 0.942691 0.2 -0.2 -0.2
H -2.848830 4.891923 1.368256 0.3 0.3 -0.5
H 5.159963 3.930644 -1.247263 0.4 0.4 -0.1
H 7.144131 3.347192 -2.779405 -0.4 0.0 -0.1
H 7.008840 1.447405 -4.287662 -0.5 -0.1 0.5
H 5.092748 -0.249771 -4.005935 0.0 0.1 0.1
H -4.905719 1.719009 1.361321 -0.2 0.2 0.0
H -7.001518 0.454111 0.638167 1.0 -0.3 -0.5
H -6.689787 -1.833237 -0.506057 0.7 1.0 0.5
H -4.498911 -2.839040 -0.657973 0.1 0.7 0.0
H -1.392620 -4.883061 -2.774690 -0.6 -0.1 0.1
H -0.473395 -5.921055 -4.701606 0.8 0.4 0.1
H 1.955383 -5.327728 -5.348565 -0.3 0.2 -0.6
H 2.860431 -3.067172 -4.599458 0.0 -0.3 0.2
H 1.722876 6.202273 -0.130707 0.4 0.2 -0.2
N 3.480547 0.095941 1.666768 0.2 0.9 1.6
C 2.833966 1.119992 2.278433 -0.6 0.5 -0.5
N 3.359093 2.322315 2.590116 -0.5 1.3 0.3
N 2.305828 3.030757 3.028273 3.3 0.2 0.0
N 1.240481 2.285627 3.087295 -0.6 -2.4 -1.2
N 1.512141 1.106680 2.548073 -1.4 -0.1 1.0
C 2.838061 -1.079376 1.328607 -0.1 -1.3 -0.9
N 3.482609 -2.249247 1.481216 -0.7 1.2 -0.9
N 2.656670 -3.126908 0.925926 -0.8 -0.8 1.0
N 1.525811 -2.582619 0.562439 1.1 0.9 -0.8
N 1.640130 -1.241239 0.690708 1.3 0.0 2.1
H 4.483205 0.024417 1.921414 -0.8 -0.1 -0.6
Br -0.936057 -4.091950 2.495859 0.0 -0.1 -0.2
C -2.472893 -3.616775 3.467255 -0.6 0.3 0.7
C -3.402959 -4.615797 3.729673 -0.6 0.3 0.4
C -4.531823 -4.339447 4.530466 1.6 0.5 -0.9
C -4.741421 -3.048737 4.972876 -0.1 0.2 0.7
C -3.830735 -2.032699 4.698720 -0.1 0.8 -0.4
C -2.665523 -2.310561 3.986544 0.1 -1.1 -0.4
I -1.100719 -0.983106 3.737583 -0.1 0.8 0.0
H -3.244364 -5.611031 3.331475 0.0 0.1 0.1
H -5.177210 -5.132092 4.795188 -0.7 -0.6 0.2
H -5.569014 -2.830652 5.651252 0.1 0.0 -0.4
H -4.088703 -0.983345 4.959081 0.5 -0.9 0.1
```
Positions in Å, forces in eV/Å.

Summary:
LUMO (spin up / spin down)   -1.83 / -3.15 eV
2S+1   6
⟨S²⟩   8.827
ΔE to the lowest compared entry with this formula, charge and spin   4.7 kcal per mole
HOMO-LUMO gap (spin up / spin down)   0.156 / 0.200 Eh
Net charge   0
E_HOMO (spin up / spin down)   -6.082 / -8.588 eV

Löwdin atomic charge list, values in e, 2 entries:
1 Ir 1.52
2 C -0.07